*one*
Formula: C3H3NS2
Source: OMol25
Level of theory: ωB97M-V/def2-TZVPD

The geometry in XYZ format:
```
9
C3H3NS2 ωB97M-V/def2-TZVPD
C 0.267 -0.201 -0.197
C -0.659 0.101 0.759
C 1.611 0.651 -1.998
N 0.726 0.787 -1.119
S 2.681 0.724 -3.133
S -1.387 1.675 0.689
H 0.518 -1.283 -0.333
H -1.174 -0.649 1.246
H -0.218 1.912 -0.241
```

Output
- SMILES: S=C=N/C=C\S
- HOMO energy: -0.2991 Ha
- Gap between HOMO and LUMO: 7.89 eV
- E_LUMO: -0.0092 hartree
- Total charge: 0

*two*
Formula: C3H3NS2
Source: OMol25
Level of theory: ωB97M-V/def2-TZVPD

The geometry in XYZ format:
```
9
C3H3NS2 ωB97M-V/def2-TZVPD
C -0.783 -0.459 -0.130
C -0.623 0.955 -0.270
C -0.482 2.126 -0.067
H 2.110 -0.684 1.114
H 0.230 -2.232 -0.249
H -0.251 3.184 0.004
N 0.292 -1.255 -0.078
S 1.850 -0.651 -0.211
S -2.343 -0.985 -0.113
```

Output
- SMILES: C#CC(=S)NS
- HOMO energy: -0.3167 Ha
- Gap between HOMO and LUMO: 8.35 eV
- E_LUMO: -0.0097 hartree
- Total charge: 0

Quick one: most stable of them? *one*

*one*
Formula: C6H13O2
Source: OMol25
Level of theory: ωB97M-V/def2-TZVPD

The geometry in XYZ format:
```
21
C6H13O2 ωB97M-V/def2-TZVPD
C 0.311 -3.652 0.307
O -0.617 -3.705 -0.661
C 0.479 -2.197 0.881
C 0.863 -1.254 -0.277
H 1.331 -3.963 -0.075
H 0.081 -4.300 1.187
H 1.180 -2.155 1.724
H -0.527 -1.952 1.233
H 0.434 -0.254 -0.172
H 0.396 -1.751 -1.136
H 1.946 -1.182 -0.406
C -2.040 2.561 -0.613
C -0.831 2.490 -0.059
O -0.772 1.874 1.169
C 0.420 3.078 -0.601
H -2.171 3.061 -1.561
H -2.853 2.089 -0.082
H 0.114 1.554 1.318
H 0.219 3.527 -1.569
H 0.830 3.807 0.102
H 1.206 2.324 -0.710
```

Output
- HOMO energy: -0.0789 Ha
- Gap between HOMO and LUMO: 5.22 eV
- E_LUMO: 0.1131 hartree
- Total charge: -1

*two*
Formula: C6H13O2
Source: OMol25
Level of theory: ωB97M-V/def2-TZVPD

The geometry in XYZ format:
```
21
C6H13O2 ωB97M-V/def2-TZVPD
C 1.433 -0.435 1.541
C 0.111 0.224 1.760
C 1.239 -1.938 1.221
H 1.868 0.022 0.710
H 2.077 -0.119 2.177
H -0.029 1.222 1.203
H 1.673 -2.691 1.935
H -0.169 0.241 2.872
H -0.653 -0.140 1.018
H 0.156 -2.242 0.953
H 1.813 -2.141 0.262
C -0.438 0.513 -1.516
C -0.845 1.960 -1.991
C -1.650 -0.410 -0.992
O -1.444 -1.609 -1.441
O -2.533 -0.027 -0.261
H 0.098 -0.068 -2.272
H 0.154 0.638 -0.565
H -0.839 2.068 -3.069
H -0.178 2.840 -1.743
H -1.844 2.094 -1.801
```

Output
- HOMO energy: -0.1396 Ha
- Gap between HOMO and LUMO: 7.66 eV
- E_LUMO: 0.1419 hartree
- Total charge: -1

Quick one: most stable of them? *two*

*one*
Formula: C4H9N
Source: OMol25
Level of theory: ωB97M-V/def2-TZVPD

The geometry in XYZ format:
```
14
C4H9N ωB97M-V/def2-TZVPD
C 1.647 -2.243 -0.016
N -0.595 -0.866 0.697
C -1.081 0.262 0.036
C -1.094 2.657 -0.654
C -0.624 1.558 0.084
H 2.170 -1.543 -0.674
H 1.477 -3.181 -0.557
H 2.205 -2.464 0.898
H -0.295 -0.652 1.646
H 0.384 -1.420 0.159
H -2.096 0.123 -0.350
H -0.574 3.585 -0.472
H -1.840 2.455 -1.409
H 0.317 1.729 0.612
```

Output
- HOMO energy (alpha / beta): -0.0601 / -0.0816 Ha
- ⟨S²⟩: 0.775
- 2S+1: 2
- Gap between HOMO and LUMO (alpha / beta): 6.04 / 6.53 eV
- E_LUMO (alpha / beta): 0.1617 / 0.1583 hartree
- Total charge: -1

*two*
Formula: C4H9N
Source: OMol25
Level of theory: ωB97M-V/def2-TZVPD

The geometry in XYZ format:
```
14
C4H9N ωB97M-V/def2-TZVPD
N -0.193 0.209 -1.395
C -0.213 -1.072 -0.672
C -0.243 -0.805 0.823
C 0.495 0.549 0.929
C 0.289 1.242 -0.441
H -1.148 0.410 -1.673
H -1.090 -1.628 -1.039
H 0.663 -1.683 -0.918
H -1.278 -0.774 1.165
H 0.356 -1.531 1.381
H 0.138 1.200 1.738
H 1.545 0.355 1.165
H -0.568 1.910 -0.281
H 1.247 1.617 -0.782
```

Output
- HOMO energy (alpha / beta): 0.0560 / -0.1723 Ha
- ⟨S²⟩: 0.750
- 2S+1: 2
- Gap between HOMO and LUMO (alpha / beta): 3.25 / 9.36 eV
- E_LUMO (alpha / beta): 0.1755 / 0.1717 hartree
- Total charge: -1

Quick one: most stable of them? *two*

*one*
Formula: C3H8OS2
Source: OMol25
Level of theory: ωB97M-V/def2-TZVPD

The geometry in XYZ format:
```
14
C3H8OS2 ωB97M-V/def2-TZVPD
C 2.789 -3.542 0.025
S 3.906 -2.678 1.146
S 5.099 -1.620 -0.031
H 2.021 -2.843 -0.312
H 2.328 -4.413 0.483
H 3.385 -3.688 -0.895
H 6.258 -2.219 -0.191
C -4.565 3.225 -0.558
C -3.522 3.156 0.260
O -2.564 2.178 -0.074
H -5.254 4.015 -0.408
H -4.605 2.459 -1.340
H -3.378 3.555 1.304
H -1.898 2.415 0.590
```

Output
- SMILES: C=CO.CSS
- HOMO energy: -0.3330 Ha
- Gap between HOMO and LUMO: 9.72 eV
- E_LUMO: 0.0243 hartree
- Total charge: 0

*two*
Formula: C3H8OS2
Source: OMol25
Level of theory: ωB97M-V/def2-TZVPD

The geometry in XYZ format:
```
14
C3H8OS2 ωB97M-V/def2-TZVPD
C 2.982 1.527 -0.162
S 1.728 0.253 -0.357
S 0.930 0.063 1.515
H 2.672 2.391 0.419
H 3.839 1.049 0.310
H 3.293 1.798 -1.165
H 1.949 -0.506 2.184
C -2.058 -1.411 -1.016
C -2.237 -0.598 0.023
O -3.446 -0.458 0.648
H -1.097 -1.828 -1.272
H -2.929 -1.693 -1.593
H -1.472 0.033 0.448
H -4.155 -0.620 0.016
```

Output
- SMILES: C=CO.CSS
- HOMO energy: -0.3238 Ha
- Gap between HOMO and LUMO: 9.43 eV
- E_LUMO: 0.0229 hartree
- Total charge: 0

Quick one: most stable of them? *two*